No. 1
Below is a 3-piece molecular cluster, C27H48I2N4O2 overall, with properties calculated with ωB97M-V with the def2-TZVPD basis set.

The geometry in XYZ format:
```
83
C27H48I2N4O2 ωB97M-V with the def2-TZVPD basis set
H 2.9816 5.0325 -3.4878
C 1.7529 0.9842 -2.9296
N -6.0491 2.9669 -3.3491
H 3.0739 3.5758 -4.4324
H -0.4230 -4.6496 3.1556
H -5.4915 -1.7876 -0.2953
H 1.1136 0.1693 1.2217
H 4.2264 1.6792 -4.2772
H 0.2995 -3.2912 5.0794
H -2.0066 0.7969 -0.1357
C 2.9257 -3.9609 2.9124
C 3.1895 -0.8935 2.5801
H 3.1277 -2.1682 5.2369
C -5.7839 2.1161 -2.5237
H 4.4598 2.2032 -1.2802
H 3.5560 5.0555 -1.3472
H 5.2438 0.8578 -3.1164
H 3.6950 -3.3167 3.3332
H 3.1993 -0.4542 -3.6940
C 3.1602 0.3468 -2.9477
H 3.1385 -4.9592 3.3056
H 2.0390 1.8898 -4.9369
H -2.6565 -0.2730 1.8398
C 2.7935 4.2957 -1.1497
C 4.1902 2.5446 -2.2876
H 0.9834 -0.5287 -1.5012
H -0.0174 0.3485 2.5766
H 2.1341 0.0353 4.8581
H -0.2778 0.3161 -2.4170
I -3.2001 3.0999 -1.2388
H 3.3669 -0.1307 -1.9814
N -7.3386 -0.4706 1.4613
H 3.8715 -1.2826 3.3364
C 1.0375 0.2328 2.3131
H 1.5307 1.1585 2.6254
H 1.8242 4.8043 -1.0993
H -4.9355 -2.2258 -2.0878
H 3.0681 -4.0035 1.8290
C -5.7439 -1.7601 -1.4081
C -3.8206 0.9675 -1.3873
O -0.2380 -2.1773 2.5161
H 1.7783 -4.1978 5.3171
H 4.9514 3.2783 -2.5729
C 1.4851 -3.5237 3.2664
H 0.9918 -5.6620 3.3367
H -3.4528 0.6578 -2.4465
I -2.1503 -1.7603 -1.0133
C -6.1476 1.5566 -0.0741
H 1.5135 4.1301 -3.7962
H 3.4920 0.1465 2.4215
H -6.9900 2.2939 -0.3870
H 0.3609 1.8569 -4.3799
N 1.6883 2.2180 -2.0862
H 0.6574 -4.9109 1.7743
C 4.2726 1.3499 -3.2343
H 0.7095 -0.9320 -3.1805
C 1.6961 -1.0003 2.9906
C 1.3584 -3.3315 4.7943
C -5.4114 0.9602 -1.4144
H -4.1187 0.8123 1.6234
C 2.0398 -2.0649 5.3012
C -6.1401 -0.3411 -2.0204
C 1.5678 -0.8399 4.5226
C -6.8480 0.4380 0.8197
H -6.6698 -2.4545 -1.5362
H -4.2302 -1.0188 1.2578
H 1.1579 0.3959 -4.9534
H 1.8121 -1.9312 6.3640
N 1.1243 -2.2925 2.4974
C 0.6239 -4.7496 2.8570
C -2.9781 0.1811 -0.3163
H -5.4396 2.1625 0.5903
C 2.5787 4.0179 -3.5677
H -5.8709 -0.3657 -3.1520
C -3.5702 -0.0930 1.1405
H 0.5216 -0.6456 4.7902
H -7.2900 -0.2099 -1.9948
C 1.3089 1.3115 -4.3744
C 0.7349 -0.0962 -2.4742
C 2.7951 3.2097 -2.2599
O 1.6853 1.8242 -0.7761
H 3.0193 3.8907 -0.1598
H 3.3824 -1.4143 1.6361
```

Its total energy is -2022.20622 a.u. As for the spin multiplicity: 3. Its expectation value of S² is 2.009. As for the HOMO-LUMO gap (alpha / beta): 8.63 / 8.98 eV. As for the HOMO energy (alpha / beta): -8.94 / -9.29 eV.

***

No. 2
Below is a 5-piece molecular cluster, C27H48N8O10S overall, with properties calculated with ωB97M-V with the def2-TZVPD basis set.

The geometry in XYZ format:
```
94
C27H48N8O10S ωB97M-V with the def2-TZVPD basis set
H 0.7104 -1.5862 -0.4431
H 1.1080 2.5964 2.3593
N -1.3385 -3.6767 -9.4732
H -0.1093 2.0175 3.5319
C -2.7799 -1.2775 0.6717
O -0.9907 0.0043 -2.2006
N -0.9592 8.1651 -2.1286
C -3.1893 -5.0180 -5.1292
O 0.4645 -1.0836 6.5465
O -3.0292 0.3781 2.8049
H -1.2655 -1.6440 -9.9796
H 0.2156 7.7349 -0.4456
H -2.7841 -3.4217 0.9593
C 7.8024 0.7589 6.1107
H 5.1416 1.0686 6.5281
H -2.6635 7.2042 -2.7416
C 7.6127 0.5875 8.5411
C -1.4108 9.4391 -2.6491
H -1.5389 -5.2693 -10.8226
H -2.5273 -2.4051 -4.3837
H -2.2408 -4.5863 -1.9190
H 7.4871 -0.3750 9.0415
C 5.6372 0.2441 7.0391
H 0.4222 3.8995 0.5292
N 7.0537 0.5392 7.2068
H 0.1048 -2.3917 3.8171
H -2.7741 -6.0043 -5.3263
H -0.2233 -2.1272 -8.6317
H 5.1790 0.0939 8.0128
O -3.1408 -0.3471 0.0346
H -1.9345 -2.2811 4.1357
H -0.5298 3.7819 -0.9340
C -1.6994 7.0442 -2.2300
N 2.6232 -0.6208 6.4302
O -1.3596 5.9568 -1.8071
C -1.4755 -4.3088 -8.2941
C -1.3120 2.5971 0.5749
O -2.0775 -5.3528 -8.1353
O -3.3341 -6.1529 -2.6109
C -2.3035 -0.5608 2.8870
N 2.3102 -0.9121 7.7539
O 7.3850 0.7307 4.9693
C 0.9317 -1.9133 3.3124
H 5.5042 -0.6517 6.4357
C -1.9464 -4.2729 -10.6515
C 0.0401 2.4765 2.5606
S 1.4308 -0.3403 4.0695
H -0.3866 3.4709 2.6389
C -0.4094 -0.8884 1.2027
C -3.3439 -2.6516 0.4441
H 0.4827 -1.4514 8.6461
H -1.1624 4.7334 0.3960
H -1.0265 -3.2979 -4.7051
C -0.6097 -2.4308 -9.6022
C -0.3431 -1.3468 -0.2846
N -0.6746 1.7245 1.5377
H -0.7152 9.8101 -3.4045
C -0.4854 -0.1401 -1.1414
H -0.9793 -3.7791 -7.4605
H 8.6748 0.8181 8.4888
C 1.5046 -0.7213 5.7660
H -3.0233 -4.3688 -10.5123
C 0.7475 -1.7399 1.8145
H -2.3917 9.3235 -3.1044
H 0.2283 -2.5502 -10.2916
H 0.5728 -2.7462 1.4399
O 0.1639 0.8396 -0.4613
N -1.7447 -1.2086 1.7085
H -1.3014 -0.7213 4.7764
H 1.6930 -1.3830 1.4165
C 0.3347 8.0810 -1.4726
C -2.0901 -1.2117 4.2239
N -2.5940 -4.4518 -3.9260
H -0.8403 -2.2691 -0.5646
H -1.7465 -3.6453 -11.5158
C 1.0428 -1.1865 7.7702
O -2.3908 2.3495 0.1451
C -2.7340 -5.1067 -2.7616
H -3.2876 -2.8185 -0.6288
H 0.9771 7.3714 -1.9946
H -1.4817 10.1754 -1.8459
H 1.7901 -2.5688 3.4445
H -4.2668 -5.1214 -4.9965
H -1.4941 -2.9072 -3.0419
C -1.8720 -3.1981 -4.0199
H 0.8028 9.0619 -1.4723
H -4.3969 -2.6846 0.7047
H 8.8601 0.9732 6.3460
H 1.0970 0.7292 1.3234
H -3.0127 -1.0579 4.7738
C -0.5926 3.8502 0.1451
H -2.9883 -4.3720 -5.9745
H 7.1154 1.3575 9.1347
C 0.0712 0.6185 0.9684
```

As for the structure (SMILES): CC(=O)N(C)[C@@H]1OC(=O)C[C@]1(CCSc1nnco1)N(C(C)=O)C(C)=O.CN(C)C=O.CN(C)C=O.CN(C)C=O.CN(C)C=O. Its total energy is -2646.16414 a.u. As for the spin multiplicity: 1. As for the HOMO-LUMO gap: 9.20 eV. As for the HOMO energy: -8.84 eV.

***

No. 3
Below is C27H49AsN4O9S2SiY as an isolated structure, with properties calculated with ωB97M-V with the def2-TZVPD basis set.

The geometry in XYZ format:
```
94
C27H49AsN4O9S2SiY ωB97M-V with the def2-TZVPD basis set
H 3.9411 -2.3385 -2.9449
H -0.0954 -3.9480 -0.5652
C -4.1445 -0.1489 1.2539
H -2.0559 -1.5942 -2.7938
H 5.1360 0.4781 0.0719
H -4.7157 -0.7400 -2.0313
C 1.0213 2.1338 -3.2535
H -1.3833 -1.9866 6.0226
C -0.6316 -1.3644 4.1208
C 0.2623 0.9610 -2.6519
H 1.0545 3.8258 -0.4415
H -1.3958 2.2032 -2.0454
C -1.3657 3.5775 0.8470
As -1.6403 -1.9670 -0.2919
H 1.4781 3.1365 1.1382
C 5.1155 0.1158 -2.6116
H -6.1432 -2.8833 1.3519
S 1.8743 0.1694 1.3113
Y -0.7460 0.3747 1.1782
C -1.2218 1.2792 -2.5959
H -1.6249 1.3853 -3.6047
C 0.5301 -0.3031 -3.4566
C 4.4199 -0.7494 -1.5699
H 0.7200 -2.4458 -1.0915
C -1.1035 0.0904 4.2925
H -1.7855 -3.3072 -2.3945
H 0.5767 -2.8028 0.6324
C 4.1680 3.2477 0.9239
H 0.2205 -0.1552 -4.4934
H 4.2987 4.2040 1.4339
C 5.0702 -0.5773 -0.2035
H 4.5693 4.0119 -1.6932
H 0.9100 3.0237 -2.6328
H 3.8014 5.3474 -0.8098
O 3.0408 -0.3777 -1.5395
H -4.9779 -1.2722 2.8765
H 3.9164 -2.8186 -1.2406
O -4.6366 -4.0231 -1.5651
H -1.7700 0.4786 -2.0964
H 5.1332 2.9324 0.5216
O -1.7406 0.4184 5.2756
H -1.0169 -3.3278 4.9088
H -1.6921 -2.1912 2.6764
H 4.9980 1.1700 -2.3567
C -4.9205 -1.1592 1.7977
H 2.8939 4.4652 -2.0494
H 1.4241 -0.8368 3.7040
C -1.4238 -2.3185 4.9878
H -2.4791 -2.3312 4.6995
C 3.6343 4.3648 -1.2538
H 3.8302 2.5083 1.6514
N -3.2679 0.6318 2.0586
O -0.8480 -1.7186 2.7142
H -2.0696 -4.0987 1.0114
O 3.0572 2.1137 -0.8668
H 0.6180 2.3495 -4.2446
C 4.4399 -2.2135 -1.9826
C -5.4504 -1.9300 -0.4235
H 1.1927 -2.4874 4.3044
O -6.2789 -2.6563 -2.7473
C 0.0806 -2.8972 -0.3322
C -4.7560 -0.8513 -0.9545
H -3.3057 1.6278 1.8620
H 1.8750 4.8218 0.7693
C -5.5672 -2.0576 0.9549
H 4.6768 -0.0557 -3.5964
C 0.8557 -1.4535 4.3969
H -0.0220 -1.1473 -3.0494
H -3.3908 0.5089 3.0586
H -3.5049 -3.6486 0.0378
H 1.0512 -1.1039 5.4119
C 3.1508 3.3831 -0.1994
C -0.7082 5.7508 1.3807
H -3.2075 -2.8256 1.5507
C -4.1060 0.0370 -0.1217
H 5.4665 -2.5754 -2.0694
H 1.5904 -0.5511 -3.4344
N -0.0313 6.6458 1.6567
C -2.7102 -3.2774 0.6932
H 6.0796 -0.9921 -0.2239
C -2.2706 -2.3835 -2.0825
H 4.4922 -1.0928 0.5648
N -1.3444 2.4272 0.5856
H -3.5403 0.8687 -0.5333
O 0.6756 0.7388 -1.2763
H 6.1809 -0.1209 -2.6574
C 1.8060 3.8180 0.3511
O -6.9591 -3.9801 -0.7889
N -1.5557 4.7980 1.0500
H -3.3485 -2.5511 -2.0315
H 2.0862 1.9154 -3.3506
S -5.8987 -3.2886 -1.4972
Si 2.2264 0.7292 -0.6471
O -0.7882 0.8574 3.2983
```

Its total energy is -5314.88084 a.u. Its energy above the lowest of the compared OMol25 structures with the same formula, charge and spin is 1.021 eV. As for the spin multiplicity: 1. As for the total charge: -1. As for the HOMO-LUMO gap: 8.64 eV. As for the HOMO energy: -6.49 eV.